(1)
Molecular formula: C22H28As2BClN8O4Zn
Method: DFT, wB97M-V/def2-TZVPD

Geometry as XYZ:
```
67
Properties=species:S:1:pos:R:3:mulliken_charge:R:1
Zn -0.31 -0.30 0.03 -0.45
C -1.68 2.64 2.90 -1.38
C -0.60 2.12 2.19 -0.23
N -1.02 1.26 1.27 -0.16
N -2.36 1.21 1.36 0.72
C -2.78 2.03 2.34 -0.04
B -3.21 0.33 0.39 0.79
N -2.72 0.60 -1.09 0.89
C -3.45 0.89 -2.17 -0.05
C -2.62 0.94 -3.27 -1.32
C -1.36 0.63 -2.77 -0.15
N -1.42 0.44 -1.46 -0.33
N -2.94 -1.15 0.72 0.69
C -3.74 -2.22 0.86 0.00
C -2.96 -3.33 1.13 -1.38
C -1.66 -2.85 1.13 -0.11
N -1.64 -1.54 0.91 -0.01
N -4.65 0.77 0.48 0.54
C -5.10 2.04 0.27 -0.42
C -6.46 2.04 0.42 -1.07
C -6.77 0.70 0.72 -0.31
N -5.69 -0.05 0.76 -1.10
H -1.67 3.35 3.71 0.44
H 0.45 2.33 2.31 0.48
H -3.83 2.12 2.57 0.50
H -4.51 1.04 -2.09 0.44
H -2.90 1.14 -4.29 0.44
H -0.42 0.52 -3.30 0.43
H -4.80 -2.11 0.77 0.53
H -3.29 -4.34 1.29 0.44
H -0.73 -3.38 1.28 0.44
H -4.42 2.84 0.03 0.60
H -7.13 2.87 0.33 0.48
H -7.73 0.26 0.92 0.45
C 3.12 1.42 2.50 -1.24
As 2.20 0.14 1.36 1.07
C 1.77 -1.24 2.66 -1.40
C 3.74 -0.67 0.47 -0.47
C 4.64 -1.44 1.19 -0.57
C 5.69 -2.10 0.56 -0.85
C 5.83 -2.01 -0.81 -0.85
C 4.95 -1.24 -1.55 -0.46
C 3.93 -0.56 -0.90 0.71
As 2.77 0.54 -1.96 0.99
C 3.41 0.55 -3.77 -1.32
C 2.90 2.40 -1.38 -0.93
H 4.01 0.95 2.92 0.45
H 2.47 1.73 3.31 0.49
H 3.42 2.30 1.93 0.34
H 2.55 -1.33 3.42 0.56
H 1.65 -2.19 2.14 0.34
H 0.83 -0.97 3.14 0.42
H 4.53 -1.54 2.27 0.33
H 6.37 -2.70 1.14 0.42
H 6.63 -2.54 -1.31 0.41
H 5.06 -1.18 -2.63 0.42
H 4.44 0.91 -3.75 0.48
H 2.79 1.24 -4.34 0.43
H 3.34 -0.45 -4.20 0.42
H 3.96 2.60 -1.23 0.41
H 2.34 2.56 -0.47 0.24
H 2.51 3.03 -2.18 0.47
O 1.43 -1.54 -2.84 -0.68
Cl 0.84 -2.45 -1.86 1.69
O -0.54 -2.60 -2.11 -0.60
O 1.55 -3.67 -1.84 -0.67
O 1.02 -1.79 -0.52 -0.85
```

Results
Largest force on an atom   0.5 eV Å⁻¹
Multiplicity   2
M   730.02 g mol⁻¹
Total charge   +1
HOMO level (spin up / spin down)   -11.465 / -11.465 eV

(2)
Molecular formula: C22H28AsBr4MgNO6
Method: DFT, wB97M-V/def2-TZVPD

Geometry as XYZ:
```
63
Properties=species:S:1:pos:R:3:mulliken_charge:R:1
Mg -0.19 -0.59 -0.19 1.75
Br -1.34 -0.74 2.50 -0.06
C 0.14 -1.71 3.31 0.29
Br 1.37 -0.54 4.19 -0.11
H 0.65 -2.25 2.52 -0.59
H -0.30 -2.38 4.04 0.53
Br -0.96 2.96 1.15 -0.11
C 0.10 3.23 -0.43 -0.23
Br -0.61 2.26 -1.94 -0.03
H 1.10 2.83 -0.26 0.08
H 0.07 4.28 -0.68 0.43
O 2.82 1.61 -0.78 -0.79
C 2.43 0.60 -0.20 0.17
O 1.29 0.48 0.39 -0.78
C 3.33 -0.61 -0.14 0.12
C 4.34 -0.78 -1.07 -0.59
C 5.13 -1.92 -1.07 -0.68
C 4.92 -2.91 -0.11 -0.46
C 3.92 -2.71 0.82 -0.25
C 3.12 -1.59 0.82 0.41
N 3.66 -3.75 1.82 1.21
O 2.72 -3.59 2.58 -0.60
O 4.39 -4.72 1.85 -0.66
H 4.50 0.00 -1.81 0.51
H 5.91 -2.05 -1.81 0.42
H 5.51 -3.81 -0.09 0.54
H 2.34 -1.46 1.56 0.22
C -3.53 -3.10 0.25 -1.00
C -3.28 -2.62 -1.17 -0.64
As -2.58 -0.80 -1.31 0.16
C -4.12 0.34 -0.90 -0.58
C -4.21 0.69 0.58 -0.87
C -2.41 -0.68 -3.25 -0.49
C -3.72 -0.57 -4.01 -1.25
H -3.85 -4.14 0.25 0.38
H -4.31 -2.51 0.74 0.30
H -2.62 -3.02 0.85 0.11
H -4.18 -2.68 -1.78 0.53
H -2.52 -3.24 -1.65 0.32
H -5.02 -0.15 -1.26 0.48
H -3.98 1.25 -1.49 0.41
H -4.32 -0.20 1.20 0.17
H -5.07 1.33 0.77 0.42
H -3.32 1.22 0.91 0.00
H -1.86 -1.59 -3.53 0.29
H -1.74 0.15 -3.48 0.40
H -4.40 -1.39 -3.77 0.28
H -3.55 -0.60 -5.09 0.41
H -4.23 0.37 -3.79 0.28
O 0.18 -2.57 0.19 -0.84
C 0.71 -2.64 -0.97 0.83
O 0.60 -1.68 -1.77 -0.91
C 1.50 -3.85 -1.34 0.09
C 2.20 -3.86 -2.54 -0.20
C 3.00 -4.94 -2.86 -0.73
C 3.09 -6.02 -1.98 -0.48
C 2.39 -6.01 -0.79 -0.59
C 1.58 -4.92 -0.47 -0.17
H 2.13 -3.00 -3.20 0.47
H 3.56 -4.96 -3.79 0.42
H 3.73 -6.86 -2.22 0.42
H 2.47 -6.84 -0.10 0.43
H 1.04 -4.88 0.47 0.42
```

Results
Largest force on an atom   0.2 eV Å⁻¹
M   821.31 g mol⁻¹
Total charge   0
HOMO level   -9.465 eV

(3)
Molecular formula: C22H28AsN2O7S2SiW
Method: DFT, wB97M-V/def2-TZVPD

Geometry as XYZ:
```
64
Properties=species:S:1:pos:R:3:mulliken_charge:R:1
W 0.62 0.13 0.28 1.81
O 4.18 0.11 0.21 -0.58
As 2.92 -0.98 0.82 0.72
O 3.05 -2.48 0.20 -0.65
O 0.92 -0.29 -1.33 -0.64
C 3.18 -0.86 2.74 -0.30
C 4.46 -0.86 3.26 -0.57
C 4.65 -0.86 4.64 -0.60
C 3.57 -0.86 5.50 -0.59
C 2.27 -0.84 5.00 -0.57
C 2.10 -0.84 3.62 0.82
S 0.48 -0.66 2.98 1.32
O 0.42 -1.50 1.73 -0.64
O -0.51 -0.90 3.96 -0.60
O 0.46 0.72 2.34 -0.54
H 4.66 -0.37 -0.48 0.34
H 5.32 -0.86 2.60 0.46
H 5.65 -0.87 5.04 0.40
H 3.72 -0.87 6.57 0.41
H 1.41 -0.83 5.65 0.50
C -0.03 -2.53 -3.84 -0.90
C -1.51 -2.44 -4.23 -0.79
C -2.16 -1.13 -3.82 -0.47
N -2.22 -1.06 -2.35 0.04
C -1.96 -0.05 -1.58 0.15
S -1.77 -0.37 0.15 -0.33
N -1.85 1.22 -2.02 0.46
C -2.62 1.81 -3.07 -0.04
O -3.59 1.25 -3.51 -0.54
C -2.16 3.16 -3.45 1.10
C -3.08 4.04 -4.02 -0.61
C -2.67 5.30 -4.41 -0.54
C -1.35 5.68 -4.26 -0.65
C -0.42 4.80 -3.71 -0.57
C -0.82 3.55 -3.29 -1.11
H 0.37 -3.51 -4.09 0.39
H 0.12 -2.38 -2.77 0.14
H 0.55 -1.77 -4.37 0.30
H -2.07 -3.27 -3.79 0.39
H -1.63 -2.53 -5.31 0.36
H -3.17 -1.02 -4.22 0.35
H -1.57 -0.27 -4.16 0.34
H -2.34 -1.94 -1.87 0.35
H -1.40 1.86 -1.38 -0.03
H -4.10 3.71 -4.14 0.50
H -3.39 5.98 -4.85 0.45
H -1.03 6.66 -4.59 0.43
H 0.62 5.10 -3.62 0.66
H -0.09 2.86 -2.88 0.84
C -1.48 5.42 -0.97 -0.65
Si 0.14 5.19 -0.09 0.09
C 0.07 5.74 1.69 -1.03
C 1.57 5.93 -1.02 -0.99
C 0.44 3.33 -0.04 0.37
C 0.62 2.12 -0.02 -0.59
H -1.68 6.49 -1.08 0.38
H -2.31 4.99 -0.40 0.34
H -1.48 4.98 -1.97 -0.09
H -0.06 6.82 1.73 0.32
H 0.99 5.49 2.22 0.33
H -0.76 5.28 2.22 0.32
H 1.37 6.99 -1.23 0.34
H 1.73 5.42 -1.97 0.31
H 2.49 5.87 -0.45 0.38
```

Results
Largest force on an atom   1.6 eV Å⁻¹
M   783.46 g mol⁻¹
Total charge   +1
HOMO level (spin up / spin down)   -11.860 / -11.859 eV

(4)
Molecular formula: C22H28B4F24O8Si
Method: DFT, wB97M-V/def2-TZVPD

Geometry as XYZ:
```
87
Properties=species:S:1:pos:R:3:mulliken_charge:R:1
C -0.42 1.40 0.01 0.29
C -0.65 0.25 -0.30 -0.89
C -0.91 -1.27 -0.56 0.11
B -0.33 -2.03 0.73 0.28
O 1.05 -2.37 0.92 -0.25
B 1.27 -2.07 2.30 0.18
C 2.22 -2.91 3.28 -0.68
B 2.72 -1.86 4.43 0.57
O 2.56 -2.17 5.80 -0.56
O 3.29 -0.60 4.10 -0.55
O 0.52 -0.96 2.85 -0.20
B -0.87 -1.34 2.80 0.17
Si -2.29 -0.52 3.89 0.80
C -1.86 1.34 4.09 -0.84
C -3.91 -0.59 2.87 -1.09
C -2.36 -1.48 5.54 -1.19
O -1.18 -2.38 1.84 -0.25
H -0.07 2.39 0.36 0.48
H -2.04 -1.38 -0.54 0.19
H -0.49 -1.62 -1.54 -0.05
H 3.08 -3.41 2.76 0.16
H 1.61 -3.69 3.82 0.21
H 2.05 -2.99 5.91 0.29
H 2.71 0.11 4.43 0.31
H -2.54 1.86 4.82 0.43
H -2.00 1.79 3.06 -0.11
H -0.80 1.46 4.44 0.32
H -4.10 0.45 2.45 0.24
H -3.73 -1.23 1.95 0.26
H -4.79 -0.99 3.43 0.33
H -3.37 -1.54 6.02 0.37
H -2.01 -2.54 5.36 0.32
H -1.64 -1.05 6.31 0.29
C -2.06 -3.82 -6.60 -0.68
C -3.31 -4.02 -5.72 0.84
C -3.60 -2.94 -4.67 0.06
F -2.57 -2.70 -3.84 -0.12
F -4.65 -3.32 -3.90 -0.29
F -3.25 -5.24 -5.16 -0.27
F -4.38 -4.05 -6.57 -0.33
O -0.83 -4.42 -6.18 -0.42
C -0.09 -3.78 -5.18 0.83
C -0.14 -4.51 -3.83 0.18
F -1.39 -4.83 -3.46 -0.22
F 0.37 -3.72 -2.85 -0.13
F -0.49 -2.49 -5.11 -0.27
F 1.19 -3.75 -5.61 -0.33
H -2.28 -4.32 -7.55 0.40
H -1.91 -2.77 -6.87 0.32
H -3.88 -1.99 -5.16 0.26
H 0.44 -5.43 -3.87 0.20
C 4.17 -1.02 -1.64 -0.69
C 3.33 0.02 -2.41 0.78
C 2.53 -0.49 -3.62 0.69
F 3.27 -1.14 -4.53 -0.23
F 1.96 0.56 -4.27 -0.31
F 4.14 1.05 -2.76 -0.31
F 2.44 0.54 -1.53 -0.26
O 5.54 -1.20 -2.01 -0.43
C 5.82 -1.98 -3.14 0.76
C 6.30 -1.15 -4.35 0.21
F 5.51 -0.09 -4.60 -0.20
F 6.31 -1.91 -5.47 -0.26
F 4.75 -2.75 -3.42 -0.27
F 6.80 -2.83 -2.78 -0.30
H 4.23 -0.65 -0.62 0.42
H 3.65 -1.98 -1.56 0.39
H 1.72 -1.15 -3.29 -0.25
H 7.31 -0.77 -4.17 0.24
C -0.54 5.89 1.87 -0.90
C -1.22 4.91 2.85 0.92
C -2.75 4.88 2.85 0.11
F -3.31 6.09 3.06 -0.22
F -3.21 4.07 3.84 -0.24
F -0.72 5.12 4.09 -0.29
F -0.79 3.65 2.49 -0.18
O -0.19 7.19 2.36 -0.42
C -1.20 8.16 2.45 0.74
C -1.62 8.47 3.90 0.22
F -1.86 7.35 4.61 -0.19
F -2.76 9.20 3.92 -0.26
F -2.23 7.78 1.67 -0.28
F -0.71 9.28 1.89 -0.30
H 0.43 5.45 1.63 0.42
H -1.07 5.96 0.92 0.37
H -3.13 4.49 1.90 0.30
H -0.83 9.03 4.41 0.22
```

Results
Largest force on an atom   2.7 eV Å⁻¹
M   947.74 g mol⁻¹
Total charge   0
HOMO level   -10.106 eV